Entry 1:
Below is C40H35BrN3O2PtTe as an isolated structure, with properties calculated with wB97M-V/def2-TZVPD.

Structure (XYZ):
```
83
Properties=species:S:1:pos:R:3:forces:R:3:mulliken_charge:R:1
Pt 1.802823 -0.088980 -0.145689 -0.31 0.13 -0.54 1.3298
C -5.221978 -0.508278 0.891613 -0.02 0.00 0.01 -1.6966
C -3.757421 -0.658233 0.584634 0.02 0.08 -0.04 -0.1601
C -3.144718 -1.906768 0.538033 0.12 0.00 0.03 -0.3108
C -1.791132 -2.044811 0.278247 -0.10 0.04 -0.03 1.2351
C -1.127743 -3.379296 0.455703 0.04 0.10 0.06 -0.3490
O -0.120204 -3.478920 1.127106 -0.06 -0.03 0.02 -0.6293
C -1.776301 -4.576714 -0.147806 -0.01 -0.08 -0.06 0.3661
C -2.584241 -4.474754 -1.278203 0.02 0.00 0.04 -0.1514
C -3.134867 -5.614691 -1.843429 -0.01 0.00 -0.01 -0.8778
C -2.895236 -6.855443 -1.271216 -0.01 -0.01 -0.01 -0.3744
C -2.093685 -6.961829 -0.141529 0.01 -0.01 0.02 -0.6165
C -1.527371 -5.827810 0.413444 0.01 0.03 -0.03 -0.4224
C -1.002643 -0.913830 -0.012669 0.14 -0.16 0.18 -0.2477
O 0.221540 -1.168541 -0.436067 -0.31 0.28 -0.22 -1.1940
C -1.585946 0.364444 0.104299 0.14 0.02 -0.02 1.2925
C -2.956818 0.449813 0.379479 -0.09 -0.05 0.02 -0.7961
C -0.817135 1.617230 0.049132 -0.16 -0.13 -0.11 0.2790
N 0.450758 1.654728 0.252329 0.40 -0.17 0.09 0.7182
C 1.187248 2.915797 0.292751 0.10 0.04 0.16 -0.5916
C 1.977527 3.004247 1.594164 -0.06 0.01 0.04 -1.1504
Te 0.870874 3.552333 3.361999 0.03 -0.12 -0.06 0.2563
C -0.373043 1.842101 3.446388 0.00 0.07 -0.01 -0.5518
C -1.740923 1.985590 3.648258 -0.02 0.03 0.02 -0.0861
C -2.555820 0.861500 3.719891 0.01 0.00 0.01 -0.7021
C -2.015386 -0.404305 3.558110 0.01 -0.01 0.02 -0.4601
C -0.649666 -0.550050 3.347905 -0.05 -0.04 0.04 -0.6234
C 0.166680 0.569255 3.317131 0.06 0.01 0.00 0.0789
C -1.608615 2.840716 -0.300302 0.00 0.06 -0.03 -1.2732
C -1.901636 3.847263 0.610946 0.01 -0.02 -0.02 1.1035
C -2.651169 4.945399 0.214040 -0.01 0.01 0.01 -1.1954
C -3.107875 5.046441 -1.091355 0.00 0.00 -0.01 -0.6068
C -2.822075 4.039608 -2.003062 -0.01 0.01 0.00 -0.9040
C -2.084947 2.935733 -1.605734 0.01 -0.02 0.01 0.1032
H -5.692407 -1.479143 1.041167 0.00 0.00 0.00 0.3923
H -5.748035 -0.003780 0.079910 0.00 0.00 0.00 0.3638
H -5.375965 0.080929 1.797711 -0.01 0.00 0.00 0.2971
H -3.729109 -2.796707 0.745022 -0.01 -0.01 -0.01 0.4561
H -2.770668 -3.504718 -1.720786 0.00 0.01 0.00 0.4351
H -3.753792 -5.535370 -2.727231 0.00 0.00 0.00 0.4031
H -3.334770 -7.743660 -1.705638 0.00 0.00 -0.01 0.3965
H -1.910999 -7.931202 0.302463 0.00 0.00 0.00 0.4115
H -0.889016 -5.890181 1.284498 0.00 0.00 0.01 0.4476
H -3.403098 1.432683 0.463472 -0.02 0.00 0.00 0.4929
H 0.529930 3.777289 0.182760 0.04 -0.02 -0.03 0.4575
H 1.885380 2.920452 -0.553262 0.01 -0.03 0.03 0.3053
H 2.750874 3.769634 1.519341 -0.02 0.04 0.01 0.6220
H 2.473533 2.054896 1.794743 0.00 0.03 0.04 0.1052
H -2.179037 2.970637 3.758442 0.00 0.00 0.00 0.4704
H -3.618186 0.982669 3.890399 -0.01 0.00 0.00 0.4525
H -2.653470 -1.277758 3.594152 0.00 0.01 0.00 0.4400
H -0.224978 -1.538944 3.217303 0.00 0.01 -0.03 0.3282
H 1.233358 0.452164 3.191689 0.02 0.00 0.01 0.4955
H -1.538286 3.775731 1.626692 -0.01 0.01 -0.01 0.1117
H -2.876441 5.724650 0.929992 0.00 0.00 0.01 0.4769
H -3.690634 5.904836 -1.396968 0.00 0.01 0.00 0.4097
H -3.184777 4.108013 -3.019927 0.00 0.00 -0.01 0.4345
H -1.893727 2.130273 -2.305719 0.01 0.00 0.00 0.4255
C 6.809445 2.265645 -0.939320 0.02 0.02 -0.02 -1.4717
C 5.916121 1.387921 -0.114876 -0.02 -0.06 0.06 0.4799
C 6.384738 0.698263 1.001900 -0.05 0.02 -0.06 -0.4262
C 5.542133 -0.135993 1.715945 -0.02 -0.02 0.01 -0.7913
C 4.234299 -0.245762 1.292990 0.05 -0.06 0.11 0.5977
Br 2.990449 -1.409303 2.121563 0.26 0.03 -0.13 -0.0566
N 3.753659 0.430600 0.248567 -0.22 0.17 0.17 0.0921
C 4.581635 1.219668 -0.447442 -0.02 0.13 0.03 -0.1728
H 7.575949 2.729468 -0.320995 0.00 0.01 0.00 0.4126
H 6.243748 3.053892 -1.433131 0.00 0.00 -0.01 0.3868
H 7.314352 1.682154 -1.711024 0.00 0.00 0.01 0.3009
H 7.416158 0.809042 1.311350 0.01 0.00 0.00 0.4631
H 5.882957 -0.694501 2.574787 0.00 0.00 0.01 0.5018
H 4.137829 1.731755 -1.291457 0.00 0.01 0.00 0.3810
C 1.774137 -1.137083 -4.938610 0.02 -0.01 0.03 -0.2812
C 1.084972 -0.054161 -4.415265 0.03 0.01 0.01 -0.8262
C 1.286243 0.286463 -3.091898 -0.01 0.12 -0.02 0.0299
N 2.132624 -0.379414 -2.299737 0.04 -0.52 0.23 -0.1608
C 2.798029 -1.423872 -2.806770 0.07 0.02 -0.01 -0.1959
C 2.649145 -1.831925 -4.118932 0.00 0.03 -0.03 -0.7568
H 1.629858 -1.435136 -5.968119 0.00 0.00 -0.01 0.4203
H 0.395446 0.519841 -5.017220 -0.01 0.00 0.00 0.4686
H 0.761583 1.118189 -2.637375 -0.03 -0.03 0.00 0.2876
H 3.464934 -1.943612 -2.132573 -0.01 -0.01 0.01 0.4742
H 3.205037 -2.684438 -4.481122 0.00 -0.01 0.00 0.4206
```
Positions in Å, forces in eV/Å.

Properties
largest force on an atom: 0.634 eV Å⁻¹
spin multiplicity: 1
total charge: +1
Kohn-Sham gap: 7.01 eV

***

Entry 2:
Below is C40H35Cl5CrN4O3P2 as an isolated structure in a non-equilibrium geometry, with properties calculated with wB97M-V/def2-TZVPD.

Structure (XYZ):
```
90
Properties=species:S:1:pos:R:3:forces:R:3:lowdin_spin:R:1
Cr 0.668879 0.669635 0.185469 -0.38 0.22 -0.48 0.8593
N -1.923102 -0.334556 -1.855454 -0.21 -0.15 -0.03 -0.0069
P -2.145376 -1.735466 -0.886309 0.01 0.23 -0.17 -0.0009
C -3.860345 -2.117567 -1.442360 0.00 -0.02 -0.01 -0.0001
C -4.903941 -1.812484 -0.571978 0.00 0.01 0.00 -0.0002
C -6.224995 -2.022298 -0.944235 0.00 0.00 0.00 0.0000
C -6.516858 -2.546017 -2.194996 0.00 0.00 -0.01 -0.0003
C -5.484923 -2.860006 -3.070489 -0.01 0.00 0.00 0.0000
C -4.166513 -2.648113 -2.695499 0.00 -0.01 0.02 -0.0003
C -1.247454 -3.041599 -1.810463 0.00 -0.01 0.03 0.0003
C -1.442271 -4.365703 -1.417710 0.02 -0.01 -0.02 0.0001
C -0.721842 -5.389716 -2.009332 0.00 -0.02 0.01 0.0001
C 0.221224 -5.100503 -2.988602 0.01 -0.01 0.00 0.0000
C 0.438030 -3.784055 -3.366096 0.01 -0.01 -0.01 0.0001
C -0.291546 -2.758713 -2.778551 0.00 0.01 0.00 0.0002
P -0.848374 0.925061 -1.429941 0.71 -0.04 0.74 -0.0449
C 0.210169 1.043293 -2.923301 -0.09 0.02 -0.12 -0.0047
C 1.572208 1.229646 -2.683679 0.02 0.03 -0.02 -0.0017
C 2.492590 0.957700 -3.690886 -0.02 0.01 0.04 0.0000
C 2.065896 0.579988 -4.954024 -0.03 -0.02 -0.05 -0.0019
C 0.708218 0.474985 -5.224091 0.05 -0.03 -0.04 -0.0001
C -0.205987 0.692187 -4.206316 0.04 0.02 0.04 -0.0021
C -1.994985 2.346162 -1.560614 -0.09 0.00 -0.08 -0.0074
C -2.137649 3.161122 -2.679750 -0.06 -0.01 0.01 -0.0030
C -3.026092 4.228902 -2.666782 0.00 0.02 -0.01 0.0000
C -3.778069 4.494165 -1.531977 -0.01 0.01 0.00 -0.0028
C -3.635066 3.692032 -0.406477 0.00 0.01 -0.01 0.0000
C -2.746825 2.629602 -0.419426 0.01 0.00 -0.02 -0.0030
H -2.561834 -0.198820 -2.628781 -0.02 -0.06 -0.02 -0.0006
H -4.670876 -1.410077 0.407376 0.00 0.01 0.00 0.0000
H -7.025270 -1.781329 -0.255574 0.00 0.00 0.00 0.0000
H -7.546133 -2.715414 -2.486447 0.00 0.00 0.00 0.0000
H -5.709014 -3.275731 -4.045433 0.00 0.00 0.00 0.0000
H -3.362047 -2.910658 -3.373420 -0.01 0.00 -0.01 0.0000
H -2.153413 -4.594556 -0.630010 -0.01 0.00 0.00 0.0000
H -0.881755 -6.413390 -1.693100 0.00 -0.01 0.00 0.0000
H 0.795926 -5.899008 -3.442026 0.00 0.00 0.00 0.0000
H 1.188324 -3.547316 -4.111061 0.00 0.00 0.00 0.0000
H -0.100170 -1.730904 -3.058327 -0.01 0.02 0.00 0.0000
H 2.869398 1.145205 -1.162678 0.01 0.05 -0.02 -0.0001
H 3.551738 1.034608 -3.479494 0.01 0.01 0.00 0.0000
H 2.794357 0.363935 -5.725365 0.00 0.00 -0.01 -0.0002
H 0.367557 0.184561 -6.209953 0.00 -0.01 -0.01 0.0000
H -1.261230 0.534815 -4.398806 -0.01 0.00 -0.01 -0.0001
H -1.546490 2.969508 -3.567624 0.01 0.00 0.00 -0.0002
H -3.126437 4.856652 -3.544082 0.00 0.01 0.00 0.0000
H -4.465887 5.330662 -1.519333 -0.01 0.01 0.00 -0.0002
H -4.202885 3.906858 0.490363 -0.01 0.00 0.01 0.0001
H -2.605336 2.025850 0.470201 0.02 0.00 -0.01 -0.0003
Cl 1.634639 3.550659 6.836203 0.01 0.00 0.03 0.0018
C 1.189453 3.165541 5.211586 0.01 -0.01 0.00 0.0063
C 1.890324 2.202188 4.492114 -0.03 0.01 -0.04 -0.0005
Cl 3.226724 1.392861 5.227562 0.02 -0.01 0.02 -0.0007
C 1.529006 1.889146 3.191074 0.01 0.00 0.06 0.0047
Cl 2.424166 0.703895 2.299506 0.01 0.00 -0.05 0.0020
C 0.443340 2.520036 2.529111 -0.07 -0.08 -0.27 0.0020
O 0.092634 2.268621 1.325026 0.00 0.23 0.30 0.0076
C -0.234715 3.509355 3.291893 -0.01 0.04 0.07 0.0042
Cl -1.539709 4.324308 2.510038 0.00 0.00 0.00 0.0006
C 0.123577 3.818354 4.591621 -0.01 -0.01 -0.05 -0.0003
Cl -0.752829 5.027210 5.461003 -0.01 0.01 0.01 -0.0006
O 1.578141 -0.892138 -0.452523 -0.19 -1.74 0.80 -0.0083
N 1.338867 -2.030499 0.180518 -0.47 1.57 -0.03 0.1038
N 0.404860 -1.860809 1.125555 0.63 1.26 -0.96 0.0430
O -0.134399 -0.658332 1.395931 0.25 -0.94 0.08 0.0181
C -0.114401 -2.969434 1.765017 -0.31 -0.89 0.49 0.0030
C 0.363919 -4.260098 1.481292 -0.11 0.30 0.06 0.0100
C -0.191262 -5.349691 2.126711 -0.03 -0.08 0.05 -0.0005
C -1.218230 -5.195798 3.053153 0.04 0.16 -0.05 0.0118
C -1.683200 -3.914128 3.330255 -0.03 -0.18 0.04 -0.0002
C -1.144896 -2.805398 2.701771 0.27 0.07 -0.27 0.0091
H 1.146888 -4.382200 0.748422 0.00 -0.01 0.00 0.0012
H 0.181963 -6.341134 1.895610 0.00 0.02 0.00 -0.0004
H -1.646477 -6.057425 3.549538 0.00 0.01 -0.01 0.0009
H -2.483134 -3.774346 4.048279 0.01 0.00 -0.01 -0.0003
H -1.505322 -1.807757 2.900714 0.01 0.01 -0.01 0.0010
C 1.043405 3.932539 -1.375476 0.01 0.00 0.01 -0.0017
C 2.332135 3.128780 -1.269690 -0.01 -0.03 0.00 0.0028
C 3.314497 3.591207 -2.350183 0.00 0.01 0.01 0.0006
C 2.976653 3.353965 0.092995 -0.02 0.00 0.01 0.0008
N 2.013321 1.656622 -1.370191 0.01 0.00 -0.01 0.0004
H 1.268457 4.992547 -1.239133 0.01 0.02 -0.01 -0.0002
H 0.333499 3.626072 -0.606972 0.01 -0.01 0.00 -0.0009
H 0.583502 3.812717 -2.358001 -0.01 -0.01 0.00 -0.0001
H 3.557414 4.640875 -2.176986 0.00 0.01 0.00 0.0002
H 2.895178 3.504962 -3.352049 0.00 -0.01 -0.01 0.0000
H 4.247179 3.022417 -2.310193 0.01 -0.01 0.00 0.0000
H 3.288728 4.396051 0.179535 0.01 0.01 0.00 0.0000
H 3.859814 2.722718 0.222381 0.01 -0.01 0.00 0.0000
H 2.274665 3.137805 0.892524 0.00 0.00 -0.02 0.0005
```
Positions in Å, forces in eV/Å.

Properties
largest force on an atom: 1.926 eV Å⁻¹
expectation value of S²: 0.8232
spin multiplicity: 2
total charge: -1
Kohn-Sham gap (alpha / beta): 5.06 / 5.10 eV